a.
# C2H8S2

2 unconnected molecules or ions with the total composition C2H8S2 (the ωB97M-V functional and the def2-TZVPD basis, the OMol25 dataset).

Geometry as XYZ:
```
12
Properties=species:S:1:pos:R:3:lowdin_charge:R:1
C -0.051 0.189 -2.475 -0.07
H 0.367 -0.644 -3.046 0.02
H 0.760 0.677 -1.940 0.01
H -0.832 -0.214 -1.842 0.00
H -0.414 0.886 -3.231 0.02
C -0.427 0.485 2.388 -0.46
S 0.338 -1.174 2.395 0.32
S 0.578 -1.775 0.468 0.28
H -1.397 0.327 1.925 0.02
H 0.171 1.241 1.886 0.03
H -0.448 0.759 3.440 0.02
H 1.356 -0.757 0.033 -0.19
```

Its net charge is 0. The value obtained for the HOMO energy is -8.6 eV. The frontier orbital gap comes out at 9.3 eV. The SMILES is CSS.C.


b.
# C2H8S2

2 unconnected molecules or ions with the total composition C2H8S2 (the ωB97M-V functional and the def2-TZVPD basis, the OMol25 dataset).

Geometry as XYZ:
```
12
Properties=species:S:1:pos:R:3:lowdin_charge:R:1
C -2.677 -0.326 0.532 -0.05
H -3.380 -1.136 0.934 0.05
H -1.874 -0.095 1.187 -0.02
H -2.361 -0.636 -0.479 0.03
H -3.224 0.571 0.489 -0.01
C 2.252 0.217 -1.327 -0.44
S 1.541 -0.924 0.042 0.27
S 1.728 0.099 1.783 0.25
H 1.990 1.318 -1.291 0.04
H 3.404 0.183 -1.201 0.05
H 2.020 -0.136 -2.337 0.01
H 0.582 0.865 1.668 -0.19
```

Its net charge is 0. The value obtained for the HOMO energy is -9.1 eV. The frontier orbital gap comes out at 9.7 eV. The SMILES is CSS.C.


In terms of stability, a leads; the second structure lies 0.277 eV higher.


a.
# C13H46O10

10 unconnected molecules or ions with the total composition C13H46O10 (the ωB97M-V functional and the def2-TZVPD basis, the OMol25 dataset).

Geometry as XYZ:
```
69
Properties=species:S:1:pos:R:3:lowdin_charge:R:1
C 5.465 -24.216 -2.158 -0.06
C 6.197 -25.243 -1.256 -0.27
O 7.033 -24.592 -0.300 -0.08
H 4.676 -23.623 -1.643 0.07
H 4.873 -24.712 -2.887 0.06
H 6.203 -23.664 -2.727 0.08
H 6.806 -25.923 -1.875 0.12
H 5.467 -25.907 -0.686 0.11
H 7.629 -24.096 -0.807 0.07
C 5.293 -24.357 6.605 -0.07
C 5.652 -23.021 6.039 -0.26
O 5.086 -22.832 4.765 -0.05
H 4.279 -24.478 6.818 0.06
H 5.905 -24.505 7.444 0.07
H 5.533 -25.173 5.997 0.06
H 6.714 -22.913 5.874 0.10
H 5.408 -22.259 6.768 0.12
H 5.511 -23.399 4.205 0.00
C 10.236 -24.090 1.018 -0.10
C 10.975 -22.826 0.929 -0.33
O 10.554 -22.243 -0.294 -0.07
H 10.764 -24.795 1.732 0.10
H 10.191 -24.582 0.054 0.07
H 9.178 -23.959 1.267 0.06
H 12.102 -22.883 0.706 0.14
H 10.858 -22.143 1.711 0.09
H 10.680 -21.330 -0.226 0.05
C 2.273 -25.711 -0.055 -0.10
O 2.137 -24.250 -0.004 -0.14
H 1.541 -26.159 -0.624 0.05
H 2.197 -26.206 0.892 0.07
H 3.219 -26.002 -0.549 0.07
H 1.259 -24.026 0.381 0.10
C 1.476 -21.465 3.315 -0.12
O 0.442 -22.248 3.972 -0.12
H 1.740 -22.050 2.412 0.06
H 2.261 -21.185 3.953 0.04
H 1.093 -20.499 2.926 0.09
H 0.451 -22.091 4.894 0.04
C 8.968 -23.134 3.983 -0.15
O 8.148 -22.212 3.227 -0.13
H 8.867 -22.686 4.985 0.07
H 10.021 -23.270 3.656 0.07
H 8.572 -24.094 4.128 0.06
H 7.338 -22.684 3.054 0.00
C 2.470 -25.129 4.193 -0.20
O 3.146 -26.349 4.247 -0.14
H 1.552 -25.145 4.823 0.09
H 2.089 -24.893 3.131 0.09
H 3.122 -24.266 4.459 0.06
H 3.470 -26.647 5.118 0.09
C 3.105 -21.055 -0.364 -0.19
O 2.093 -21.302 -1.259 -0.07
H 2.855 -21.582 0.626 0.08
H 3.215 -20.007 -0.165 0.08
H 4.054 -21.424 -0.619 0.05
H 1.970 -22.206 -1.332 0.01
C 4.805 -24.174 1.902 -0.11
O 6.150 -23.766 2.104 -0.15
H 4.494 -24.963 2.632 0.09
H 4.636 -24.483 0.885 0.05
H 4.239 -23.262 2.112 0.08
H 6.532 -24.059 1.273 0.03
C 5.388 -20.377 2.205 -0.19
O 4.346 -20.483 3.089 -0.11
H 5.545 -21.377 1.748 0.08
H 6.376 -20.069 2.552 0.08
H 5.151 -19.612 1.500 0.07
H 4.491 -21.191 3.721 0.04
```

Its net charge is 0. The value obtained for the HOMO energy is -9.5 eV. The frontier orbital gap comes out at 10.0 eV. The SMILES is CCO.CCO.CCO.CO.CO.CO.CO.CO.CO.CO.


b.
# C13H46O10

10 unconnected molecules or ions with the total composition C13H46O10 (the ωB97M-V functional and the def2-TZVPD basis, the OMol25 dataset).

Geometry as XYZ:
```
69
Properties=species:S:1:pos:R:3:lowdin_charge:R:1
C -19.270 -8.546 1.089 -0.14
O -19.841 -9.735 1.679 -0.14
H -20.056 -7.920 0.665 0.08
H -18.801 -8.012 1.915 0.07
H -18.480 -8.839 0.397 0.08
H -19.138 -10.389 1.677 0.05
O -27.154 -16.295 3.403 -0.05
H -27.023 -17.188 3.722 0.03
H -26.330 -15.848 3.598 0.01
O -23.037 -17.901 -1.835 -0.06
H -22.970 -17.212 -1.173 0.01
H -23.522 -18.603 -1.401 0.03
O -23.968 -14.108 3.799 -0.04
H -23.855 -13.180 4.008 0.04
H -23.264 -14.549 4.273 0.03
C -24.326 -13.779 -6.855 -0.07
C -24.236 -13.151 -8.262 -0.32
O -23.415 -13.979 -9.080 -0.09
H -25.130 -13.251 -6.343 0.06
H -23.376 -13.666 -6.333 0.07
H -24.696 -14.804 -6.818 0.07
H -23.791 -12.162 -8.366 0.10
H -25.226 -13.001 -8.693 0.10
H -23.664 -13.844 -9.998 0.08
C -19.600 -18.072 3.183 -0.09
C -20.627 -17.482 4.109 -0.37
O -20.497 -16.114 4.338 -0.06
H -18.607 -17.932 3.609 0.07
H -19.722 -17.654 2.184 0.08
H -19.596 -19.159 3.095 0.07
H -20.653 -18.056 5.035 0.11
H -21.635 -17.637 3.724 0.11
H -19.783 -16.122 4.980 0.08
C -24.364 -9.737 -3.855 -0.09
C -23.150 -8.845 -4.194 -0.30
O -23.677 -7.518 -4.391 -0.09
H -24.849 -9.354 -2.956 0.07
H -24.156 -10.775 -3.597 0.06
H -25.136 -9.671 -4.622 0.07
H -22.501 -9.297 -4.945 0.10
H -22.521 -8.754 -3.309 0.10
H -22.906 -6.977 -4.576 0.07
C -21.704 -13.701 -1.757 -0.09
C -22.228 -13.564 -0.365 -0.32
O -22.963 -14.739 -0.040 -0.09
H -20.859 -14.385 -1.828 0.07
H -21.387 -12.725 -2.126 0.07
H -22.466 -14.061 -2.448 0.08
H -22.926 -12.733 -0.270 0.11
H -21.431 -13.493 0.376 0.11
H -23.362 -14.671 0.830 0.07
C -15.819 -13.552 3.321 -0.10
C -16.982 -13.232 2.456 -0.34
O -16.578 -12.206 1.542 -0.08
H -15.025 -13.934 2.678 0.08
H -15.988 -14.369 4.023 0.07
H -15.578 -12.633 3.854 0.08
H -17.805 -12.894 3.086 0.11
H -17.423 -14.070 1.915 0.11
H -16.157 -12.625 0.788 0.08
C -18.070 -14.599 -5.386 -0.09
C -17.188 -15.581 -6.238 -0.29
O -17.242 -16.836 -5.545 -0.09
H -18.072 -13.595 -5.811 0.06
H -17.666 -14.378 -4.399 0.07
H -19.082 -15.002 -5.328 0.07
H -16.200 -15.121 -6.238 0.10
H -17.445 -15.651 -7.296 0.10
H -18.144 -17.138 -5.417 0.08
```

Its net charge is 0. The value obtained for the HOMO energy is -10.1 eV. The frontier orbital gap comes out at 10.3 eV. The SMILES is CCO.CCO.CCO.CCO.CCO.CCO.CO.O.O.O.


In terms of stability, b leads; the second structure lies 2.098 eV higher.


a.
# H37O18

A molecular structure, H37O18 (the ωB97M-V functional and the def2-TZVPD basis, the OMol25 dataset).

Geometry as XYZ:
```
55
Properties=species:S:1:pos:R:3:lowdin_charge:R:1
O 1.214 -1.160 -4.472 -0.19
H 1.595 3.031 3.711 0.04
H -2.895 1.899 2.086 -0.02
O -3.303 1.989 1.289 0.03
H 2.231 -1.383 -4.436 0.04
O 1.971 -1.886 1.428 -0.04
H 2.463 -1.399 1.881 -0.11
H 2.017 -2.865 1.548 0.08
O 0.173 3.387 4.751 -0.04
H 0.902 3.546 5.270 0.00
H -0.375 4.203 4.798 0.09
O 4.468 -0.923 -3.380 -0.06
H 3.928 -0.062 -3.186 0.11
H 4.794 -0.879 -4.217 -0.02
O 0.777 1.160 -0.585 -0.09
H -0.108 0.853 -0.284 0.01
H 0.636 2.130 -0.799 0.11
O 0.533 -1.227 -1.002 -0.04
H 2.279 -3.220 -2.648 0.06
H 1.447 -1.884 -1.558 0.13
O -1.941 0.934 -0.537 -0.11
H -2.465 1.273 0.172 -0.07
H -2.451 0.003 -0.582 0.12
O -5.282 -0.651 -1.479 -0.11
H -5.126 0.086 -0.827 0.04
H 1.059 -1.260 -5.537 0.12
O 2.451 -2.647 -1.955 0.05
H 1.098 -1.427 -0.254 0.00
H 2.956 -1.860 -2.047 0.00
O -2.832 0.649 3.791 -0.05
H -1.970 1.108 3.679 0.05
H -2.728 -0.259 3.886 -0.02
O -2.046 -4.856 1.228 -0.03
H -2.541 -4.523 2.000 0.04
H -2.660 -5.133 0.668 -0.05
O 2.032 3.614 2.989 -0.10
H -4.760 -1.343 -0.974 0.05
H 1.291 3.919 2.501 -0.01
O -2.925 -0.553 -4.523 -0.19
H -3.142 0.311 -3.886 0.11
H -1.935 -0.789 -4.305 0.06
O -2.380 3.263 -2.677 -0.01
H -2.779 3.196 -1.818 0.01
H -3.039 3.050 -3.239 -0.04
O -1.153 -2.232 3.114 -0.10
H -0.341 -2.656 3.284 -0.03
H -1.565 -2.802 2.354 0.05
O 3.182 -0.514 -0.730 -0.09
H 2.862 -0.800 0.244 0.09
H 4.052 -0.758 -0.690 -0.01
O 4.772 1.729 1.718 -0.01
H 4.050 1.655 2.242 -0.05
H 4.996 2.567 2.060 0.01
H 0.553 -0.159 -1.311 0.13
H -4.042 2.555 1.244 0.06
```

Its net charge is 0. The expectation value of S² is 0.7507. As for the spin multiplicity: 2. The value obtained for the HOMO energy (alpha / beta) is -2.5 / -10.9 eV. The frontier orbital gap (alpha / beta) comes out at 2.4 / 10.6 eV.


b.
# H37O18

18 unconnected molecules or ions with the total composition H37O18 (the ωB97M-V functional and the def2-TZVPD basis, the OMol25 dataset).

Geometry as XYZ:
```
55
Properties=species:S:1:pos:R:3:lowdin_charge:R:1
O 1.883 0.750 -2.048 -0.13
H -1.383 3.556 4.001 -0.03
H 1.910 -0.065 -2.593 -0.03
O 2.877 1.819 1.211 0.00
H -1.590 -4.665 3.605 0.01
O -5.043 0.006 -3.704 -0.05
H -4.750 -0.835 -3.615 -0.06
H 4.888 0.340 -0.175 0.07
O 4.661 -1.430 0.998 -0.08
H 2.387 1.995 0.468 -0.03
H 4.981 -1.066 1.822 0.04
O -3.331 2.418 3.644 0.06
H -3.855 2.753 2.970 0.03
H 2.668 -1.859 -3.550 0.00
O -1.185 -4.786 2.736 -0.09
H -1.436 -5.703 2.485 0.05
H 1.791 -0.221 0.226 0.01
O -1.987 -0.345 1.380 -0.11
H -0.955 3.749 -3.572 0.01
H -0.974 -2.574 5.809 0.10
O -0.728 2.252 0.964 -0.13
H -0.155 3.101 1.010 0.08
H -1.205 2.439 1.818 0.03
O -3.708 -3.012 -2.521 -0.06
H -3.160 -3.726 -2.702 -0.02
H 5.032 -0.199 -1.717 0.10
O 2.351 -0.833 -0.191 -0.05
H -2.634 -0.874 1.920 0.05
H 4.665 -0.735 0.233 0.01
O 1.072 -2.810 0.219 -0.08
H 1.014 -3.437 -0.512 0.04
H 0.435 -3.210 0.868 0.06
O -0.975 0.709 -1.411 0.15
H -0.876 1.547 -0.929 0.07
H -0.130 0.223 -1.473 0.09
O -0.996 4.103 3.373 -0.05
H -4.279 -3.236 -1.736 0.07
H -0.689 4.706 4.070 0.06
O 1.898 -1.581 -3.130 -0.10
H 2.631 -1.478 0.295 -0.08
H 1.925 -1.834 -2.080 0.12
O -0.069 1.473 -3.675 -0.21
H -1.032 1.126 -2.412 0.13
H 0.905 1.913 -3.747 0.13
O 4.628 0.558 -1.170 -0.12
H -0.435 0.944 -4.465 0.08
H -3.665 2.705 4.375 -0.06
O -0.746 -2.760 4.784 -0.20
H -4.347 0.685 -3.600 0.04
H 0.207 -2.245 4.736 0.12
O -0.966 3.555 -2.656 -0.06
H 2.236 1.953 1.863 0.00
H -1.256 4.289 -2.167 0.01
H -1.275 -1.050 1.408 0.04
H 2.772 0.901 -1.739 -0.01
```

Its net charge is 0. The expectation value of S² is 0.7508. As for the spin multiplicity: 2. The value obtained for the HOMO energy (alpha / beta) is -2.2 / -10.1 eV. The frontier orbital gap (alpha / beta) comes out at 2.3 / 10.0 eV.


In terms of stability, b leads; the second structure lies 0.284 eV higher.


a.
# C5H6F2N2

C5H6F2N2 in the gas phase (the ωB97M-V functional and the def2-TZVPD basis, the OMol25 dataset).

Geometry as XYZ:
```
15
Properties=species:S:1:pos:R:3:lowdin_charge:R:1
C 1.904 -1.026 -1.384 0.14
C 0.175 -0.225 0.474 -0.21
C 2.559 -0.428 -0.405 -0.10
C -2.191 -0.088 0.522 -0.18
C 3.683 0.547 0.020 -0.30
N 1.293 -0.955 0.013 -0.02
N -0.957 -0.518 -0.090 -0.03
F 4.620 0.634 -1.000 0.04
F 4.338 0.133 1.129 0.06
H 1.710 -1.521 -2.318 0.10
H 0.104 0.145 1.480 0.11
H -2.154 0.442 1.456 0.05
H -2.916 0.284 -0.319 0.11
H -2.667 -0.928 0.975 0.05
H 3.234 1.560 0.292 0.17
```

Its net charge is 0. The value obtained for the HOMO energy is -8.2 eV. The frontier orbital gap comes out at 8.7 eV. The SMILES is C/N=C/N1C=C1C(F)F.


b.
# C5H6F2N2

C5H6F2N2 in the gas phase (the ωB97M-V functional and the def2-TZVPD basis, the OMol25 dataset).

Geometry as XYZ:
```
15
Properties=species:S:1:pos:R:3:lowdin_charge:R:1
C -1.278 0.448 1.130 -0.06
C -0.521 1.461 0.683 0.00
C -1.256 -0.797 0.440 -0.12
C 0.639 1.132 -0.187 -0.15
C 0.936 -0.649 0.143 -0.58
N -0.208 -1.384 -0.056 0.13
N 1.927 -1.091 -0.631 0.14
F 1.858 1.752 0.072 -0.01
F 1.217 -0.785 1.515 0.01
H -2.067 0.586 1.791 0.09
H -0.556 2.449 1.055 0.10
H -2.103 -1.476 0.291 0.12
H 0.448 1.135 -1.201 0.11
H 2.118 -2.091 -0.689 0.12
H 2.648 -0.459 -0.893 0.09
```

Its net charge is 0. The value obtained for the HOMO energy is -9.4 eV. The frontier orbital gap comes out at 9.2 eV. The SMILES is N[C@]1(F)N=CC=C[C@H]1F.


c.
# C5H6F2N2

C5H6F2N2 in the gas phase (the ωB97M-V functional and the def2-TZVPD basis, the OMol25 dataset).

Geometry as XYZ:
```
15
Properties=species:S:1:pos:R:3:lowdin_charge:R:1
C 0.938 -1.603 -0.022 -0.08
C 2.205 -0.748 -0.058 -0.05
C -0.348 -1.175 0.053 -0.19
C 2.271 0.592 0.077 -0.16
C -2.003 0.444 0.069 -0.47
N -0.796 0.104 -0.086 0.10
N -2.416 1.689 -0.082 0.19
F 3.472 1.176 0.129 -0.01
F -3.048 -0.426 0.194 0.08
H 0.988 -2.616 0.233 0.06
H 3.187 -1.150 0.096 0.09
H -1.157 -2.000 -0.132 0.14
H 1.562 1.411 -0.009 0.10
H -1.593 2.251 -0.036 0.11
H -3.262 2.050 -0.427 0.10
```

Its net charge is 0. The value obtained for the HOMO energy is -8.0 eV. The frontier orbital gap comes out at 8.7 eV. The SMILES is N/C(F)=N/C=C\C=C\F.


In terms of stability, c leads; the second structure lies 0.269 eV higher.